[1]
Formula: C2H3NO
Source: OMol25
Level of theory: ωB97M-V with the def2-TZVPD basis set

Properties
- Max |F|: 2.380 eV Å⁻¹
- Structure (SMILES): C#N.C=O
- Relative energy (zero: lowest compared OMol25 entry of this formula, charge and spin): 170.2 kJ/mol
- HOMO: -10.02 eV
- DFT total energy: -5658.1411 eV
- Gap between HOMO and LUMO: 10.83 eV

XYZ file:
```
7
Properties=species:S:1:pos:R:3:nbo_charge:R:1
O -0.60715 1.02541 1.62767 -0.51
N 0.77894 -1.19814 -0.83413 -0.31
C -1.21133 0.37778 0.78327 0.28
C 1.71962 -0.63376 -1.16244 0.08
H -2.14531 -0.15186 0.96405 0.11
H 2.45048 0.10099 -1.07623 0.23
H -0.98525 0.47957 -0.30219 0.11
```


[2]
Formula: C31H80O9
Source: OMol25
Level of theory: ωB97M-V with the def2-TZVPD basis set

Properties
- Max |F|: 1.968 eV Å⁻¹
- Structure (SMILES): CC(C)O.CC(C)O.CC(C)O.CCOCC.CCOCC.CCOCC.CCOCC.CCOCC.CCO
- Relative energy (zero: lowest compared OMol25 entry of this formula, charge and spin): 61.2 kJ/mol
- HOMO: -9.67 eV
- DFT total energy: -51868.4327 eV
- Gap between HOMO and LUMO: 10.36 eV

XYZ file:
```
120
Properties=species:S:1:pos:R:3:lowdin_charge:R:1
O 11.01185 12.25725 2.58705 -0.16
O 5.94375 11.45061 -1.71719 -0.09
O 6.43208 12.96490 -6.34915 -0.19
O 8.87360 6.39515 -0.89599 -0.07
O 3.46790 5.14863 0.52534 -0.16
O 4.75448 9.16232 -3.33596 -0.07
O 3.46312 11.99441 -5.96226 -0.05
O 0.72846 15.31747 -0.68560 -0.17
O 4.17337 14.57816 3.36897 -0.18
C 7.92350 8.09385 0.53630 -0.04
C 3.49646 9.23494 -3.98267 -0.49
C 0.21686 12.98365 -0.86356 -0.06
C 2.47871 8.40460 -3.26212 -0.05
C 6.38458 13.92611 -7.36982 -0.26
C 4.15287 6.21541 1.15758 -0.27
C 1.26155 14.07096 -1.05917 -0.28
C 7.57969 12.20752 -6.12852 -0.29
C 1.59948 16.43391 -0.75757 -0.28
C 3.05546 15.09707 2.63647 -0.26
C 5.39920 15.20139 3.11709 -0.29
C 13.16482 11.62576 3.27804 -0.08
C 3.59299 8.83754 -5.46083 -0.04
C 8.94931 13.21887 1.74208 -0.06
C 9.75454 12.78339 2.95573 -0.29
C 6.25770 15.05174 4.38093 -0.07
C 1.40827 12.37399 -4.74742 -0.04
C 5.78398 12.29486 0.54432 -0.06
C 3.88776 7.49243 0.38510 -0.07
C 7.29122 10.95843 -5.35050 -0.06
C 3.96154 3.83974 0.70569 -0.28
C 3.63624 13.20426 -3.93896 -0.05
C 5.05383 11.63136 -0.64597 -0.32
C 7.63946 8.16076 -2.06737 -0.05
C 11.69708 11.71686 3.71205 -0.28
C 7.77230 7.32349 -0.79623 -0.46
C 1.89568 14.15874 2.86064 -0.07
C 0.96232 17.48781 0.12357 -0.07
C 2.77608 12.92583 -5.16587 -0.47
C 3.71133 3.24298 2.09279 -0.08
C 7.20276 15.20112 -7.11074 -0.07
H 2.68740 3.32610 2.44868 0.08
H 3.55751 12.48334 -3.12154 0.06
H 0.99148 14.53056 2.37434 0.07
H 8.33868 12.79221 -5.59451 0.12
H 9.92688 13.65805 3.59832 0.11
H 7.25164 11.12490 -4.27454 0.07
H 1.68566 16.79329 -1.78805 0.12
H 6.39990 10.43370 -5.70172 0.06
H 8.04704 13.72120 2.09359 0.05
H 0.36400 17.02609 0.90537 0.07
H 7.05518 15.86806 -7.96379 0.07
H 3.46045 3.22580 -0.04326 0.11
H 4.05109 7.45964 -0.69302 0.06
H 4.32363 9.46601 -5.96876 0.05
H 9.60546 6.89635 -1.27055 0.08
H 4.70605 13.27046 -4.15491 0.08
H 2.78204 7.35606 -3.27183 0.09
H -0.50488 12.89687 -1.67623 0.07
H 9.22397 12.07153 3.59878 0.12
H 6.90054 6.67104 -0.71506 0.12
H 8.00784 11.93181 -7.10375 0.12
H 5.34042 14.21659 -7.47744 0.12
H 3.90109 2.16735 2.03648 0.07
H 6.72709 13.41650 -8.27842 0.12
H 1.53803 8.56043 -3.79314 0.09
H 3.40924 14.16491 -3.46571 0.07
H 4.41332 12.08106 -5.82817 0.05
H 1.69230 14.07759 3.92944 0.08
H 5.03132 3.81173 0.47363 0.11
H 8.06154 10.20683 -5.54280 0.08
H 8.26296 15.01682 -6.95478 0.07
H 1.65352 14.18832 -2.07332 0.09
H 5.07394 12.61447 1.30624 0.07
H 3.89730 7.80397 -5.65707 0.08
H 2.84573 7.77727 0.54814 0.08
H 7.80207 7.71243 -3.04567 0.09
H 5.83894 14.71434 2.24244 0.09
H 4.19359 12.23897 -0.96343 0.09
H 8.80215 8.74054 0.57566 0.08
H 13.75587 11.00394 3.95481 0.07
H 1.40493 11.42500 -4.21032 0.07
H 4.62789 10.65043 -0.39366 0.10
H 5.55452 10.73410 -2.23368 0.03
H 3.89429 6.33113 2.21302 0.12
H 1.57862 18.31536 0.47323 0.07
H 3.32137 15.02317 1.57479 0.10
H 5.05048 8.24514 -3.29700 0.08
H 11.72822 12.38521 4.57659 0.11
H 0.74044 12.04157 -0.69807 0.07
H 13.65634 12.59505 3.39392 0.07
H 9.48881 13.90232 1.08526 0.08
H 5.87996 15.58909 5.24729 0.07
H 5.22052 5.96084 1.14387 0.11
H 6.75787 15.77675 -6.29721 0.07
H 7.03901 8.73696 0.59861 0.06
H 2.62750 16.20453 -0.45505 0.11
H 0.82943 12.14310 -5.64670 0.08
H 6.30462 13.97065 4.53635 0.07
H 8.34466 8.99861 -2.08522 0.09
H 2.65274 8.91658 -6.00817 0.08
H 2.90153 16.14665 2.89211 0.12
H 0.24853 18.01833 -0.51639 0.07
H -0.39145 13.16637 0.02370 0.08
H 11.34353 10.72889 4.01100 0.12
H 2.38686 8.75824 -2.23436 0.08
H 2.07708 13.16348 2.45732 0.08
H 13.27294 11.32980 2.23708 0.07
H 6.64663 8.59113 -1.92386 0.05
H 0.86183 13.12662 -4.17907 0.07
H 4.48994 3.63943 2.74527 0.07
H 8.64919 12.40053 1.08870 0.06
H 5.25823 16.28762 3.04244 0.12
H 6.62308 11.67046 0.83388 0.06
H 3.25880 10.29685 -3.91375 0.11
H 2.08357 13.81784 -0.37578 0.10
H 4.46942 8.36933 0.67900 0.06
H 7.29206 15.38003 4.25705 0.07
H 7.96010 7.50175 1.44878 0.08
H 6.17816 13.23171 0.14030 0.08
H 2.66906 13.85233 -5.74190 0.13
```


[3]
Formula: C26H32CrN2O9P2
Source: OMol25
Level of theory: ωB97M-V with the def2-TZVPD basis set

Properties
- Max |F|: 0.437 eV Å⁻¹
- Relative energy (zero: lowest compared OMol25 entry of this formula, charge and spin): 23.7 kJ/mol
- Total charge: +1
- HOMO (spin up / spin down): -11.70 / -11.68 eV
- Spin multiplicity: 2
- DFT total energy: -95887.0471 eV
- Gap between HOMO and LUMO (spin up / spin down): 7.58 / 8.03 eV

XYZ file:
```
72
Properties=species:S:1:pos:R:3:lowdin_charge:R:1
Cr -0.62853 -0.15574 -0.41546 0.68
P -1.20495 2.14906 0.34686 1.09
P -0.16195 -2.42195 -1.10758 0.72
O 3.99853 0.37025 2.99531 0.16
O 1.17419 -3.01318 -0.47424 -0.25
O -1.21371 -3.58443 -0.84621 -0.25
O -2.34008 -0.07478 -0.96004 -0.22
O 5.35810 1.14099 1.40837 0.14
O -4.07264 -0.11078 0.45022 0.15
O -0.18606 -0.57760 1.36936 -0.14
O 0.17967 -2.40721 -2.65125 -0.26
O 1.38159 -0.45117 2.96405 0.11
N 3.45621 0.96519 -0.55156 0.21
N 1.36493 0.37803 -0.52092 0.05
C 2.35047 0.79079 -1.29823 -0.30
C -0.19951 3.53961 -1.79407 -0.11
C -2.99717 2.01200 -0.03401 -0.18
C 0.99379 -0.27060 1.82395 -0.54
C -0.71643 -4.05137 -4.21016 -0.06
C -0.50187 2.39213 4.85142 -0.05
C 0.22056 4.66317 -2.48773 -0.07
C 0.48089 -3.62942 -3.39481 -0.23
C -1.71311 1.91204 4.37577 -0.05
C 0.46381 2.84804 3.96437 -0.06
C 2.27089 1.04378 -2.75783 0.03
C -3.18215 -4.63792 0.01458 -0.06
C -2.60127 -3.33013 -0.45537 -0.24
C -0.59747 4.88808 0.16260 -0.07
C -3.24701 0.52254 -0.13385 -0.61
C 1.87387 0.27665 0.76269 -0.12
C 0.21790 2.82261 2.60240 -0.11
C 1.25276 -5.12789 0.72135 -0.06
C -1.96761 1.88463 3.01296 -0.06
C 3.18631 0.64678 0.75291 -0.04
C 0.24400 5.89665 -1.85222 -0.06
C -0.61356 3.64545 -0.46828 -0.35
C 4.27848 0.75092 1.76757 -0.47
C -1.00478 2.34947 2.12109 -0.36
C -0.16473 6.00805 -0.53039 -0.05
C 1.17788 -3.62681 0.85017 -0.24
H -2.61186 -2.57858 0.33367 0.10
H 1.26619 -5.58026 1.71402 0.09
H 2.13517 2.10802 -2.95725 0.08
H 0.57835 6.77434 -2.38935 0.11
H -0.92267 4.98184 1.19098 0.11
H -2.61226 -5.03664 0.85333 0.08
H -2.46445 1.55228 5.06587 0.11
H 0.79075 -4.40165 -2.69101 0.11
H 0.38614 -5.50924 0.18284 0.07
H -3.19189 -5.37525 -0.78707 0.08
H 4.37109 1.27026 -0.85626 0.19
H -4.20832 -4.47516 0.34565 0.09
H 0.97637 3.18137 1.91462 0.11
H -3.12211 2.44687 -1.02719 0.11
H 3.06541 0.02249 3.09491 0.10
H 1.43176 0.49321 -3.17983 0.09
H -1.01367 -3.25985 -4.89757 0.08
H -0.15272 6.97149 -0.03845 0.11
H 0.29037 -3.30756 1.40048 0.11
H -0.30716 2.40840 5.91547 0.11
H 1.33252 -3.37752 -4.02281 0.12
H -0.22150 2.57549 -2.29301 0.09
H -2.91142 1.48567 2.66067 0.11
H 2.15942 -5.42826 0.19726 0.09
H 1.41112 3.21917 4.33292 0.12
H -3.13146 -2.93092 -1.31933 0.12
H 0.52717 4.57857 -3.52254 0.11
H -3.66819 2.49951 0.66799 0.11
H -1.55912 -4.29531 -3.56436 0.07
H 2.05183 -3.21769 1.35341 0.12
H 3.18237 0.71523 -3.25549 0.10
H -0.46745 -4.93625 -4.79629 0.09
```


[4]
Formula: C3H8N2OS
Source: OMol25
Level of theory: ωB97M-V with the def2-TZVPD basis set

Properties
- Max |F|: 5.636 eV Å⁻¹
- Relative energy (zero: lowest compared OMol25 entry of this formula, charge and spin): 561.9 kJ/mol
- HOMO: -8.77 eV
- DFT total energy: -19098.6788 eV
- Gap between HOMO and LUMO: 5.56 eV

XYZ file:
```
15
Properties=species:S:1:pos:R:3:nbo_charge:R:1
S 3.09770 -0.11057 0.47582 -0.39
O -1.58548 -1.34376 -0.55154 -0.54
N 0.63954 -0.23449 -1.64991 -0.77
N -2.11355 0.61849 0.59079 -0.84
C -1.19687 -0.26554 -0.07623 0.50
C 0.22061 -0.31599 0.85499 -0.29
C 0.02092 0.41925 -0.58133 -0.09
H -3.07770 0.51369 0.30956 0.40
H 2.99672 1.22372 0.52044 0.11
H 0.66363 -1.28691 0.67636 0.26
H -2.07071 0.62646 1.60337 0.38
H 0.10692 -1.05534 -1.89374 0.39
H 0.49904 0.24938 1.74128 0.26
H 0.19659 1.48282 -0.51952 0.24
H 1.60267 -0.52120 -1.50034 0.40
```